Here is a cluster of 9 separate species, C31H74Cl2N12O17PS in total at a distorted geometry from OMol25. Energies are from ωB97M-V/def2-TZVPD.

Each line ends with the Löwdin charge.
Positions of all 138 atoms, in Å:
C 1.336 2.878 1.008  -0.161
H -11.748 -0.717 -0.094  0.073
C -3.686 -0.192 -4.077  0.050
H 3.365 -0.170 -2.641  0.088
C 1.919 2.695 -3.896  -0.252
C -7.762 -0.178 -0.677  0.034
O -3.785 -1.170 -1.971  0.034
C 2.582 -3.531 -6.288  0.039
H 4.933 -2.409 1.497  0.130
Cl 1.282 -1.896 2.240  0.651
H 2.891 2.189 -3.486  0.097
C 1.378 3.895 -2.904  -0.172
C -0.276 -1.897 6.679  0.041
H 0.206 -1.021 6.240  0.086
N -4.259 -0.298 -2.709  -0.409
H 4.974 1.890 -0.901  0.085
C 3.835 -1.186 -2.319  -0.230
H 3.657 3.757 1.052  0.122
N 2.327 2.379 -7.667  -0.410
H -14.235 -3.385 2.039  0.097
C 2.292 1.068 2.498  -0.185
H -1.325 -1.688 6.902  0.099
C 3.908 -2.595 2.078  -0.138
H -4.194 0.613 -4.613  0.100
H 3.126 -2.738 -6.805  0.100
H 1.161 -0.293 -1.683  0.144
H 6.418 -0.729 2.482  0.021
H -0.186 -2.769 6.028  0.101
C 1.186 3.944 -0.177  -0.196
H 6.048 -1.852 3.944  0.028
H 4.182 -2.695 3.211  0.089
H 4.071 3.429 -8.160  0.105
H 6.966 -0.223 4.239  0.079
O 1.639 -2.471 7.865  0.029
H 5.213 -2.301 5.897  0.078
H -0.307 0.303 1.180  0.088
H -2.621 0.027 -3.973  0.098
C 3.682 -0.495 5.586  -0.376
C 4.076 -2.032 5.904  -0.190
H -7.865 -1.065 -1.306  0.106
H -1.604 1.656 -0.039  0.073
H -0.511 -1.099 -0.087  0.129
C -0.957 5.973 4.005  0.047
O -13.132 -3.160 -1.654  0.052
H -1.320 6.167 5.016  0.107
N 0.433 -2.210 7.949  -0.412
O -9.819 0.659 -1.361  0.043
H -15.921 -3.976 1.793  0.105
O 0.934 4.877 4.794  0.062
H 4.234 0.173 6.409  0.093
H 6.529 1.709 1.986  0.084
S 6.197 -1.646 -4.024  0.619
C 2.698 -4.928 2.953  -0.057
H 4.874 -4.309 0.434  0.078
H 7.395 1.961 0.325  0.081
O -11.687 -3.122 0.009  0.033
C 3.021 -1.228 1.858  -0.596
N 2.419 0.641 -0.025  -0.015
H -15.486 -3.089 3.294  0.097
H -2.237 0.185 -0.701  0.050
C 2.189 3.916 -1.441  -0.197
N 0.796 1.651 -3.985  -0.037
C -15.294 -3.192 2.224  0.043
O 2.183 1.159 -7.529  0.052
H 1.518 4.961 -3.423  0.121
H -7.218 0.615 -1.194  0.078
O -9.476 0.383 0.797  0.055
P 4.407 0.215 3.903  0.947
C 1.105 0.446 -0.743  -0.112
H 1.584 3.515 1.995  0.125
Cl 5.916 4.055 -0.221  0.530
C -12.423 -1.092 -0.866  0.032
O 0.868 -2.970 -4.814  0.028
H 2.781 4.953 -1.456  0.124
H 0.684 1.429 -5.019  0.069
H 2.159 -2.164 -1.114  0.132
N -12.412 -2.579 -0.833  -0.422
H -7.272 -0.429 0.266  0.099
H 0.249 2.454 1.263  0.112
N -0.062 4.786 4.068  -0.415
H -3.847 -1.149 -4.577  0.107
H 0.872 1.472 -1.316  0.137
N -9.131 0.329 -0.389  -0.416
O 4.357 -4.840 1.108  -0.134
H -0.367 6.811 3.627  0.106
H 3.298 -4.588 3.909  0.075
C 6.420 1.511 0.836  -0.149
O -0.234 -2.187 8.991  0.073
O -16.068 -0.996 2.256  0.059
H 3.072 -3.782 -5.345  0.087
H 0.222 3.739 -2.782  0.106
H 6.403 0.368 0.544  0.059
H 3.917 -2.694 -0.668  0.105
H 4.321 -0.256 0.349  0.154
C 2.519 1.752 0.977  -0.293
C 3.187 -0.650 0.331  -0.147
H 2.479 -4.418 -6.918  0.106
C 3.244 -1.762 -0.862  -0.121
C 3.901 2.586 1.126  -0.159
N 3.163 -0.119 2.764  -0.385
H 1.128 0.888 2.696  0.122
H 0.076 3.851 -0.610  0.117
C 5.154 2.360 0.147  -0.620
C 3.315 2.838 -8.681  0.047
H 2.577 1.888 3.321  0.128
H 3.709 -2.255 7.019  0.072
H 1.222 0.769 -3.586  0.032
H -12.086 -0.781 -1.857  0.098
O 1.724 3.257 -7.039  0.028
H 2.986 -6.067 2.745  0.109
H 5.803 -2.170 -1.627  0.089
H -13.447 -0.765 -0.674  0.087
H 5.998 -0.306 -1.820  0.068
H 3.011 1.001 -0.848  0.145
H 1.220 5.048 0.278  0.132
H 3.003 3.082 -1.468  0.070
C 3.224 -4.012 1.655  -0.376
H -1.789 5.754 3.332  0.099
H 2.456 -3.978 0.775  0.126
H 3.477 -1.984 -3.132  0.116
N -15.643 -1.914 1.547  -0.417
O -15.480 -1.870 0.322  0.038
H 3.768 1.964 -9.154  0.099
O 0.525 -2.694 -6.973  0.062
C 6.093 -0.736 3.608  -0.296
H 4.346 2.512 2.234  0.111
H 2.029 3.131 -4.988  0.091
N -1.402 0.806 -0.623  -0.018
O -5.163 0.492 -2.411  0.050
H 2.548 -0.221 5.669  0.075
H 2.778 3.440 -9.416  0.107
H 1.535 -4.784 3.086  0.077
C -0.230 0.052 0.043  -0.249
H 5.346 -0.919 -4.892  -0.122
N 1.214 -3.024 -6.000  -0.425
O -0.381 3.801 3.392  0.021
H 3.407 -2.755 5.235  0.066
C 5.471 -1.243 -2.302  -0.538

LUMO level: -0.085 Ha
charge: +1

---

Here is a cluster of 10 separate species, C6H30O10 in total at a distorted geometry from OMol25. Energies are from ωB97M-V/def2-TZVPD.

Each line ends with the Löwdin charge.
Positions of all 46 atoms, in Å:
H 0.899 1.682 0.649  0.129
C 0.644 -0.652 -0.775  -0.163
H -2.101 -1.346 3.501  0.022
O -3.614 1.925 0.469  -0.003
H -2.564 2.791 -0.914  -0.043
O -1.784 2.628 -1.334  -0.020
O 0.477 -4.214 0.597  -0.087
H -0.281 -0.275 -1.271  0.110
C 0.625 -0.449 0.784  -0.130
H 0.576 -1.634 -1.191  0.073
H -0.176 -3.440 3.314  0.108
H -1.553 -2.217 -0.310  0.031
H -0.270 -2.219 2.467  -0.063
H 0.573 1.642 -2.311  0.099
C 1.447 0.918 -2.619  -0.047
O -0.392 1.318 2.090  0.075
H 0.423 4.792 0.292  0.010
H 1.683 -0.745 1.158  0.181
O -0.773 -2.668 3.070  -0.038
H -0.097 -1.106 1.278  0.074
H 2.408 -1.644 -2.594  0.102
O 3.504 2.845 0.080  -0.067
H 2.622 3.344 -0.120  0.066
H 3.535 2.220 -0.588  -0.048
H -1.548 1.690 -1.377  0.034
H -2.675 -0.720 1.548  -0.009
C 0.322 0.872 1.240  -0.281
H -0.196 3.722 -0.422  -0.060
H -3.486 -1.430 0.623  -0.007
O -3.162 -0.613 0.738  0.005
H -3.483 1.130 0.938  -0.022
H -1.615 -2.785 -1.855  0.105
H 0.414 -3.368 0.097  0.000
H 3.369 -1.551 -0.991  0.107
H 2.367 0.836 -0.737  0.092
H -3.464 2.565 1.096  0.011
H 1.046 0.128 -3.251  0.061
C 2.954 -0.946 -1.866  -0.094
C 1.930 0.004 -1.338  -0.433
H -0.158 -4.725 0.064  0.040
O -2.286 -0.436 3.237  -0.074
H 2.324 1.358 -3.076  0.063
H -1.452 0.095 3.333  0.056
O -1.273 -2.918 -0.926  -0.084
H 3.668 -0.489 -2.556  0.077
O 0.592 4.085 -0.240  0.041

LUMO level: 0.003 Ha
relative energy (zero: lowest compared OMol25 entry of this formula, charge and spin): 305.8 kJ/mol
SMILES: CC(C)CCC=O.O.O.O.O.O.O.O.O.O

---

Here is a structure of composition C26H19N5PdS2 at a distorted geometry from OMol25. Energies are from ωB97M-V/def2-TZVPD.

Each line ends with the Löwdin charge.
Positions of all 53 atoms, in Å:
C 0.599 1.436 -4.435  -0.127
C 6.155 1.888 -1.573  -0.122
H 4.469 1.001 -2.551  0.104
H 6.254 2.803 1.679  0.087
C -1.918 3.586 1.953  -0.151
C 0.733 -1.393 3.040  -1.010
H 3.896 2.017 1.538  0.100
C -0.530 3.464 -0.001  -0.222
H -0.384 5.048 1.428  0.069
N -2.214 -0.288 -0.886  -0.281
C -4.535 -1.742 -0.605  -0.471
C 0.976 0.293 -2.349  -0.060
C 5.857 2.436 0.739  -0.113
H -0.350 -0.405 -3.878  0.090
H 1.671 3.278 -4.696  0.085
H -5.030 -3.694 -1.300  0.095
S -3.043 -1.601 -1.527  0.910
C -6.578 -2.895 -0.035  -0.133
N -4.128 0.474 0.278  0.116
C -2.793 0.586 -0.129  -0.411
N 1.614 -2.006 3.491  -0.045
H 0.097 1.503 -5.394  0.083
H 0.786 -0.551 -1.695  0.099
C -0.900 4.144 1.134  -0.148
C -5.355 -2.854 -0.697  -0.128
C 1.494 2.422 -4.053  -0.116
C 2.530 1.229 -0.589  -0.399
H -3.185 1.908 2.237  0.089
Pd -0.188 0.884 0.548  0.546
C -6.154 -0.700 0.837  -0.043
H -7.216 -3.767 -0.116  0.085
S -0.618 -0.603 2.513  0.423
C -2.086 1.767 0.346  -0.416
C 2.165 2.317 -2.842  -0.073
C 4.543 2.007 0.670  -0.041
H -2.215 4.074 2.874  0.080
C 4.843 1.440 -1.636  -0.063
H 7.680 2.792 -0.357  0.079
N 1.887 1.038 0.493  -0.002
H 0.243 3.877 -0.644  0.093
C 3.993 1.553 -0.531  -0.176
H -6.463 0.149 1.439  0.104
C -6.981 -1.812 0.726  -0.127
C -4.926 -0.652 0.187  -0.251
H 6.781 1.834 -2.458  0.085
C 0.352 0.365 -3.587  -0.097
H -7.932 -1.823 1.243  0.087
N -1.135 2.355 -0.497  -0.040
H -4.457 1.198 0.893  0.110
C -2.482 2.406 1.578  -0.120
C 6.663 2.416 -0.395  -0.140
C 1.914 1.254 -1.973  -0.201
H 2.882 3.077 -2.552  0.108

LUMO level: 0.163 Ha
charge: -2

---

Highest occupied orbital energy (computed, eV): -10.55 -10.22 -0.20